A structure of composition C24H41IN3PW at a distorted geometry, computed with wB97M-V/def2-TZVPD.

Geometry (Å):
C  0.41356  3.34850  -1.14727
C  2.66168  1.26920  -2.06181
H  0.93793  3.91654  -1.93161
H  1.16406  3.14198  -0.34961
H  -0.51993  3.72745  -0.84216
H  2.78096  0.60300  -2.86215
H  2.91963  2.29192  -2.32120
H  3.09770  0.91439  -1.12150
C  -2.31752  2.23403  -2.06138
C  -3.64688  2.01431  -2.38310
C  -3.99189  0.81113  -3.01523
C  -3.01163  -0.15614  -3.29296
H  -2.00390  3.18952  -1.62174
H  -4.40375  2.77678  -2.14986
H  -5.00766  0.59361  -3.32107
H  -3.22334  -1.12390  -3.77219
N  -1.33493  1.29909  -2.27229
C  -1.67417  0.12420  -2.92462
C  -0.60775  -0.81717  -3.19303
N  0.67587  -0.43604  -2.85285
C  1.72947  -1.26920  -3.11267
C  0.25929  -2.92127  -4.01461
C  1.55884  -2.51731  -3.68920
H  2.76596  -0.97995  -2.89255
H  2.44622  -3.11980  -3.87784
C  -0.82163  -2.07671  -3.77141
H  -1.85259  -2.34749  -4.00240
H  0.08279  -3.88834  -4.48546
W  0.72331  1.41705  -1.66655
I  0.70299  2.58915  -4.56270
C  2.18194  1.86204  2.24161
C  0.84485  1.21623  2.64938
C  1.02491  0.59548  4.04791
C  -0.22336  2.31935  2.73077
P  0.31333  -0.07034  1.40078
N  0.58108  0.67445  -0.03992
C  1.40354  -1.59502  1.43468
C  1.10785  -2.47673  2.66860
C  1.18742  -2.44931  0.17746
C  2.87908  -1.16695  1.46244
C  -1.51630  -0.56392  1.61167
C  -2.43502  0.54856  1.11324
C  -1.86033  -1.82382  0.80681
C  -1.84812  -0.83687  3.09896
H  2.34040  2.72447  2.89840
H  2.17835  2.22045  1.20885
H  3.03278  1.19265  2.37672
H  1.24118  1.42301  4.73953
H  0.12712  0.09356  4.42559
H  1.87274  -0.09830  4.10565
H  -0.47842  2.73751  1.74798
H  -1.13542  1.99380  3.24673
H  0.19725  3.13895  3.33196
H  0.12270  -2.95810  2.63015
H  1.85295  -3.28749  2.67700
H  1.20537  -1.94381  3.62172
H  1.20020  -1.84578  -0.73606
H  2.01184  -3.17447  0.10963
H  0.26029  -3.02835  0.20347
H  3.12459  -0.46890  0.64893
H  3.17798  -0.74217  2.42903
H  3.49435  -2.06829  1.31678
H  -2.24111  0.79562  0.06365
H  -3.47666  0.19060  1.17919
H  -2.37519  1.46652  1.70645
H  -1.42966  -2.74133  1.23282
H  -2.95513  -1.96492  0.83405
H  -1.57946  -1.74075  -0.25287
H  -1.20452  -1.59883  3.55641
H  -1.82915  0.06729  3.72077
H  -2.87888  -1.22460  3.14608

Summary:
F_max = 5.24 eV/A
Charge = +2
LUMO (spin up / spin down) = -7.059 / -9.280 eV
2S+1 = 3
HOMO energy (spin up / spin down) = -0.480 / -0.568 Ha
E_tot = -49223.7278 eV
Molecular weight = 713.33 g mol⁻¹

Partial charges, Löwdin, in e: -0.31, -0.34, -0.01, 0.01, -0.01, -0.05, 0.01, 0.03, -0.11, -0.01, 0.01, 0.04, 0.10, 0.14, 0.13, 0.12, -0.11, -0.22, -0.21, -0.07, -0.11, 0.01, 0.00, 0.12, 0.13, 0.03, 0.12, 0.13, 1.26, 0.65, -0.07, -0.60, -0.07, -0.07, 1.05, -0.33, -0.60, -0.06, -0.08, -0.07, -0.58, -0.08, -0.08, -0.06, 0.10, 0.05, 0.07, 0.11, 0.07, 0.08, 0.08, 0.08, 0.10, 0.07, 0.11, 0.07, 0.04, 0.11, 0.07, 0.07, 0.08, 0.10, 0.05, 0.11, 0.07, 0.08, 0.10, 0.08, 0.07, 0.08, 0.11